No. 1
A cluster of 8 separate species, C30H79ClO9P2 in total, computed with the ωB97M-V functional and the def2-TZVPD basis.

Geometry as XYZ:
```
121
Properties=species:S:1:pos:R:3:mulliken_charge:R:1
O -8.35 0.10 -0.42 -0.5461
C -7.02 -0.04 -0.91 0.0956
C -6.48 -1.37 -0.40 -0.9078
P -5.35 -1.08 1.08 0.4034
P -3.90 -0.74 2.85 0.1998
O -4.44 -1.93 3.85 -0.3484
Cl -4.77 0.97 3.62 -0.3089
H -8.63 1.01 -0.53 0.2934
H -6.41 0.79 -0.54 -0.1229
H -7.00 0.00 -2.00 0.3326
H -5.94 -1.91 -1.18 0.4259
H -7.33 -1.98 -0.06 0.3924
H -6.35 -0.27 1.71 0.1074
H -5.21 -2.48 1.35 -0.2037
H -4.35 -0.50 0.26 -0.0663
H -3.69 -2.23 4.37 0.3132
C -1.48 2.46 -0.78 -0.9298
C -2.90 2.13 -1.19 -0.4380
O -3.85 2.22 -0.15 -0.3114
C -3.99 3.49 0.47 -0.3163
C -4.44 4.59 -0.49 -1.1154
H -1.17 1.82 0.05 0.3005
H -0.80 2.31 -1.61 0.4227
H -1.38 3.49 -0.45 0.1095
H -2.96 1.09 -1.53 0.3493
H -3.21 2.75 -2.04 0.3023
H -3.06 3.78 0.97 0.3313
H -4.74 3.34 1.24 0.3344
H -3.71 4.78 -1.27 0.2552
H -4.58 5.52 0.06 0.3926
H -5.38 4.31 -0.96 0.2967
C 4.24 4.10 -1.53 -0.9879
C 2.82 3.75 -1.93 -0.4025
O 1.87 3.85 -0.88 -0.3808
C 1.74 5.14 -0.29 -0.5576
C 1.31 6.22 -1.27 -0.7134
H 4.57 3.47 -0.70 0.2696
H 4.91 3.93 -2.37 0.3907
H 4.34 5.14 -1.24 0.2570
H 2.76 2.70 -2.24 0.3469
H 2.50 4.35 -2.79 0.3158
H 2.66 5.43 0.22 0.3389
H 0.98 5.01 0.48 0.3760
H 2.05 6.38 -2.05 0.0227
H 1.17 7.16 -0.74 0.4436
H 0.37 5.95 -1.75 0.2887
C 0.77 -3.68 2.60 -0.7970
C 0.42 -3.78 4.07 -0.4500
O -0.97 -3.72 4.34 -0.4563
C -1.76 -4.73 3.73 0.7088
C -1.41 -6.15 4.15 -1.2237
H 0.37 -2.76 2.17 0.2687
H 1.86 -3.67 2.48 0.3866
H 0.39 -4.52 2.03 0.1056
H 0.84 -2.93 4.62 0.3664
H 0.86 -4.68 4.51 0.3304
H -1.73 -4.64 2.64 0.2616
H -2.78 -4.51 4.04 -0.5354
H -0.41 -6.43 3.84 0.3299
H -2.12 -6.84 3.69 0.3370
H -1.47 -6.25 5.24 0.3354
C 1.76 8.62 -5.92 -1.1155
C 2.39 8.88 -4.57 -0.2891
O 3.42 7.97 -4.23 -0.3642
C 4.53 7.92 -5.10 -0.3800
C 5.27 9.24 -5.24 -1.0614
H 1.36 7.60 -5.97 0.2972
H 0.94 9.32 -6.09 0.3996
H 2.47 8.74 -6.74 0.2643
H 1.65 8.76 -3.79 0.3332
H 2.76 9.91 -4.51 0.3088
H 4.23 7.55 -6.09 0.3219
H 5.20 7.17 -4.67 0.3207
H 4.65 10.02 -5.69 0.2717
H 6.15 9.11 -5.87 0.3881
H 5.60 9.60 -4.26 0.2965
C -5.95 -4.82 3.80 -0.9128
C -5.48 -5.77 2.71 -0.3974
O -4.93 -6.99 3.19 -0.3881
C -5.79 -7.79 3.97 -0.3712
C -7.05 -8.25 3.24 -1.0556
H -5.14 -4.60 4.49 0.2076
H -6.29 -3.89 3.36 0.2716
H -6.78 -5.23 4.38 0.3602
H -4.67 -5.31 2.15 0.2798
H -6.29 -5.97 1.99 0.3847
H -6.06 -7.29 4.90 0.3219
H -5.19 -8.66 4.24 0.3395
H -7.69 -7.41 2.97 0.2646
H -7.62 -8.92 3.88 0.3902
H -6.78 -8.78 2.33 0.2954
C 8.47 2.61 1.91 -1.0919
C 7.25 2.19 1.12 -0.3168
O 7.32 2.49 -0.27 -0.3539
C 8.38 1.90 -0.98 -0.3446
C 8.36 0.38 -0.97 -1.0575
H 8.66 3.67 1.79 0.3081
H 8.31 2.40 2.97 0.3849
H 9.37 2.07 1.60 0.2692
H 6.37 2.73 1.47 0.3124
H 7.04 1.12 1.27 0.3192
H 9.35 2.27 -0.63 0.3019
H 8.25 2.25 -2.01 0.3240
H 8.51 -0.03 0.04 0.2696
H 9.17 -0.01 -1.60 0.3937
H 7.42 0.00 -1.35 0.2872
C 3.16 -5.50 -2.22 -1.0908
C 2.80 -5.57 -0.74 -0.3320
O 1.41 -5.52 -0.48 -0.3813
C 0.63 -6.55 -1.05 -0.3744
C 1.01 -7.95 -0.59 -1.0366
H 2.75 -4.60 -2.67 0.3057
H 4.25 -5.49 -2.33 0.3922
H 2.79 -6.36 -2.77 0.2702
H 3.21 -4.71 -0.22 0.3145
H 3.25 -6.46 -0.28 0.3220
H 0.65 -6.50 -2.15 0.3234
H -0.39 -6.33 -0.74 0.3490
H 2.02 -8.23 -0.90 0.2730
H 0.32 -8.68 -1.01 0.3953
H 0.95 -8.02 0.50 0.2632
```

## Properties
spin multiplicity	1
charge	0
frontier orbital gap	7.981	eV
SMILES	OCC[PH3]P(O)Cl.CCOCC.CCOCC.CCOCC.CCOCC.CCOCC.CCOCC.CCOCC

=====

No. 2
A structure of composition C30H80AsF6O30S10, computed with the ωB97M-V functional and the def2-TZVPD basis.

Geometry as XYZ:
```
157
Properties=species:S:1:pos:R:3:mulliken_charge:R:1
As -15.19 -8.56 1.06 2.1689
F -14.78 -7.66 -0.50 -0.4488
F -16.80 -7.84 0.94 -0.3506
F -15.61 -9.34 2.70 -0.6980
F -13.53 -9.32 1.23 -0.6595
F -14.54 -7.20 1.99 -0.3315
F -15.69 -9.94 0.14 -0.4394
O -20.30 -6.89 3.96 -0.4647
S -21.63 -6.93 3.41 1.0520
O -22.80 -6.56 4.22 -0.6508
O -21.75 -6.23 1.93 -0.4218
C -20.53 -6.03 1.15 -0.6237
C -19.85 -7.42 0.77 0.1411
C -21.95 -8.80 2.87 -0.4410
H -19.80 -5.41 1.68 0.3748
H -20.86 -5.47 0.27 0.3368
H -19.55 -8.05 1.60 -0.0232
H -18.90 -7.34 0.25 -0.2171
H -20.46 -8.00 0.08 0.5046
H -21.13 -9.43 3.22 -0.1839
H -21.94 -8.86 1.78 0.2512
H -22.91 -9.22 3.17 0.4504
O -10.37 -12.08 0.02 -0.5653
S -11.25 -13.24 -0.02 1.1105
O -11.02 -14.41 -0.88 -0.6514
O -11.48 -13.74 1.53 -0.4464
C -11.63 -12.69 2.48 0.3172
C -11.04 -13.18 3.83 -1.3389
C -12.93 -12.65 -0.35 -0.6177
H -12.67 -12.43 2.68 -0.0740
H -11.29 -11.68 2.26 0.5237
H -11.34 -14.18 4.12 0.3489
H -11.29 -12.53 4.66 0.3102
H -9.97 -13.15 3.64 0.3635
H -13.28 -11.84 0.29 -0.2030
H -13.57 -13.47 -0.03 0.4613
H -13.08 -12.37 -1.39 0.5478
O -19.75 -8.92 -2.82 -0.5693
S -19.64 -10.30 -2.33 1.2086
O -20.88 -10.94 -1.88 -0.6714
O -18.83 -11.28 -3.47 -0.2633
C -18.88 -12.73 -3.41 -0.0889
C -18.62 -13.28 -4.80 -1.2919
C -18.41 -10.30 -0.94 0.6357
H -19.79 -13.18 -3.02 0.3406
H -18.20 -13.00 -2.61 0.2578
H -18.32 -14.33 -4.81 0.3690
H -17.78 -12.73 -5.21 0.3168
H -19.36 -13.17 -5.60 0.3118
H -17.51 -9.74 -1.21 -0.2322
H -18.13 -11.31 -0.62 0.2461
H -18.91 -9.70 -0.18 -0.7057
O -10.14 -7.08 5.93 -0.5706
S -10.73 -7.89 4.91 1.1443
O -9.88 -8.74 3.99 -0.6091
O -12.01 -8.76 5.52 -0.2609
C -12.49 -9.82 4.72 0.8481
C -13.24 -10.62 5.70 -1.5700
C -11.97 -6.78 3.86 -0.4275
H -11.73 -10.43 4.25 0.1609
H -13.24 -9.48 3.99 -0.2727
H -14.10 -10.03 6.02 0.1512
H -12.59 -10.86 6.54 0.4667
H -13.72 -11.46 5.22 0.3757
H -11.27 -6.07 3.41 0.5494
H -12.67 -6.23 4.48 -0.0209
H -12.54 -7.34 3.12 -0.1459
O -14.48 -4.51 4.96 -0.3392
S -15.41 -3.57 4.31 0.9009
O -16.77 -3.23 4.75 -0.6547
O -14.65 -2.21 3.78 -0.3674
C -13.25 -2.21 3.49 0.0016
C -12.37 -2.40 4.71 -0.9726
C -15.54 -4.47 2.76 -0.5618
H -12.95 -1.24 3.10 0.3700
H -12.96 -2.94 2.74 0.1479
H -11.50 -1.75 4.65 0.4046
H -11.89 -3.37 4.80 0.1102
H -13.00 -2.22 5.58 0.2639
H -16.05 -5.41 2.94 0.2026
H -14.53 -4.78 2.51 0.0900
H -15.87 -3.76 2.00 0.3855
O -15.58 -3.33 -0.49 -0.2933
S -14.78 -2.41 -1.30 0.9337
O -13.67 -1.58 -0.85 -0.6448
O -14.24 -3.38 -2.55 -0.1843
C -13.27 -2.95 -3.48 -0.3983
C -12.49 -4.19 -3.86 -0.7118
C -15.93 -1.24 -2.28 -0.9748
H -12.69 -2.06 -3.25 0.4174
H -13.97 -2.76 -4.29 0.3289
H -11.49 -4.17 -3.42 0.3095
H -12.34 -4.29 -4.94 0.3781
H -13.07 -5.10 -3.71 -0.0657
H -16.58 -1.88 -2.88 0.2454
H -15.19 -0.63 -2.80 0.3594
H -16.53 -0.67 -1.58 0.4266
O -11.19 -8.79 -4.31 -0.6303
S -10.67 -8.61 -2.97 1.1910
O -9.23 -8.29 -2.66 -0.6432
O -11.54 -7.33 -2.43 -0.2951
C -11.69 -7.12 -0.99 0.5992
C -10.28 -6.87 -0.31 -1.3618
C -11.18 -9.92 -1.82 -0.9170
H -12.04 -8.02 -0.48 -0.5775
H -12.33 -6.29 -0.69 0.6074
H -9.76 -6.25 -1.04 0.3897
H -9.69 -7.75 -0.08 0.2305
H -10.44 -6.41 0.66 0.3601
H -10.73 -10.76 -2.35 0.6034
H -12.27 -9.84 -1.86 0.1526
H -10.82 -9.88 -0.79 0.2979
O -17.25 -9.45 6.36 -0.4773
S -16.92 -8.17 6.99 1.1663
O -17.64 -7.64 8.16 -0.6726
O -15.31 -8.16 7.33 -0.2685
C -14.73 -6.94 7.85 -0.1194
C -13.16 -7.13 8.03 -1.1895
C -16.92 -6.86 5.67 -0.7033
H -15.23 -6.82 8.81 0.3452
H -14.88 -6.00 7.33 0.1924
H -12.85 -8.05 8.52 0.3869
H -12.80 -6.37 8.72 0.4593
H -12.65 -7.09 7.07 0.0890
H -16.00 -7.03 5.12 0.0313
H -17.04 -5.84 6.06 0.4712
H -17.76 -7.10 5.01 0.2953
O -20.33 -11.01 1.66 -0.4302
S -19.73 -11.94 2.61 1.0565
O -20.44 -13.09 3.11 -0.6812
O -18.33 -12.42 1.84 -0.2044
C -17.44 -13.26 2.50 -0.9909
C -16.01 -12.61 2.17 -0.0224
C -18.85 -10.93 3.85 -1.0736
H -17.58 -14.20 1.98 0.3292
H -17.78 -13.56 3.50 0.5511
H -15.27 -13.41 2.20 0.4213
H -15.78 -11.73 2.77 -0.1221
H -16.14 -12.28 1.14 -0.0410
H -18.68 -9.96 3.37 0.1037
H -18.01 -11.51 4.22 0.5856
H -19.58 -10.57 4.58 0.5204
O -16.59 -8.20 -5.19 -0.6567
S -15.93 -7.06 -4.58 1.3447
O -15.41 -5.92 -5.32 -0.6676
O -16.89 -6.39 -3.49 -0.2156
C -16.47 -5.24 -2.88 0.4397
C -17.42 -5.40 -1.70 -1.4568
C -14.62 -7.69 -3.49 -0.3346
H -16.60 -4.35 -3.50 0.2398
H -15.42 -5.32 -2.60 0.0401
H -18.46 -5.63 -1.94 0.5293
H -17.51 -4.47 -1.13 0.4142
H -17.16 -6.25 -1.07 -0.0790
H -14.31 -6.86 -2.85 -0.4356
H -13.81 -8.07 -4.11 0.4889
H -15.09 -8.46 -2.88 0.1318
```

## Properties
spin multiplicity	1
charge	-1
energy above the lowest of the compared OMol25 structures with the same formula, charge and spin	7.0261	eV
frontier orbital gap	10.533	eV

=====

No. 3
A cluster of 13 separate species, C30H80N4O20 in total, computed with the ωB97M-V functional and the def2-TZVPD basis.

Geometry as XYZ:
```
134
Properties=species:S:1:pos:R:3:mulliken_spin:R:1
O 0.57 -0.93 3.92 -0.0003
H 0.95 -0.26 4.49 0.0004
H 1.14 -1.67 3.66 -0.0001
H 0.15 -0.54 3.15 -0.0002
O -3.28 -0.06 1.60 0.0006
H -3.17 0.12 2.53 -0.0001
H -2.53 0.28 1.11 0.0032
H -3.38 -1.01 1.47 0.0001
C 1.46 0.42 0.94 0.1442
C 2.21 0.99 -0.10 -0.0326
C 1.50 1.46 -1.33 0.2078
O 2.10 1.92 -2.40 0.3872
C 0.14 1.32 -1.45 -0.0227
C -0.69 0.83 -0.36 0.1778
C 0.03 0.23 0.89 -0.1127
O -0.63 -0.39 1.76 -0.0161
O -1.94 0.82 -0.43 0.0762
O 3.50 1.02 0.11 0.0428
H 1.98 0.04 1.81 0.0102
H -0.35 1.53 -2.39 0.1132
O 0.17 -1.28 -3.19 0.0182
H 0.15 -0.63 -2.50 0.0122
H 0.32 -0.78 -3.99 -0.0018
O 1.05 0.50 -5.10 0.0001
H 0.98 1.04 -5.88 -0.0002
H 1.28 1.11 -4.40 -0.0023
O 3.37 4.37 -3.66 0.0017
H 2.91 3.55 -3.47 0.0000
H 2.69 5.04 -3.63 0.0000
O -3.33 -0.83 -2.62 -0.0007
H -3.22 -0.30 -1.83 -0.0013
H -3.11 -0.24 -3.34 -0.0005
O 4.53 -1.16 1.79 -0.0004
H 4.15 -0.41 1.34 -0.0022
H 3.89 -1.38 2.47 0.0004
O 5.17 2.21 -2.12 -0.0004
H 4.59 2.77 -2.64 0.0005
H 4.59 1.82 -1.46 -0.0015
C 10.07 2.19 1.10 -0.0001
O 8.87 1.69 1.47 0.0000
C 7.92 1.63 0.40 -0.0001
C 6.85 0.52 0.68 -0.0004
N 7.59 -0.75 0.85 0.0000
C 8.12 -1.28 -0.43 -0.0007
C 6.86 -1.69 -1.28 0.0008
O 5.94 -2.48 -0.50 0.0000
C 4.76 -2.63 -1.30 0.0001
H 10.16 3.14 0.56 0.0000
H 10.49 1.52 0.35 0.0000
H 10.70 2.10 1.98 0.0000
H 8.53 1.41 -0.48 -0.0001
H 7.47 2.61 0.28 0.0001
H 6.08 0.70 -0.07 0.0009
H 6.39 0.67 1.66 -0.0004
H 8.44 -0.53 1.34 0.0000
H 8.79 -2.10 -0.17 -0.0002
H 8.87 -0.63 -0.88 0.0000
H 7.09 -2.23 -2.20 0.0000
H 6.45 -0.72 -1.54 0.0000
H 4.31 -1.66 -1.51 0.0002
H 4.01 -3.25 -0.82 -0.0001
H 4.95 -3.16 -2.23 0.0000
C -0.61 3.49 3.27 -0.0005
O 0.28 2.43 3.46 -0.0029
C 1.59 2.89 3.77 -0.0008
C 2.62 1.76 4.15 0.0050
N 2.23 0.79 5.19 0.0000
C 1.67 1.44 6.32 0.0002
C 1.40 0.43 7.48 -0.0001
O 0.34 -0.40 6.92 0.0000
C 0.38 -1.71 7.38 0.0001
H -0.67 4.11 4.17 0.0002
H -1.60 3.10 3.08 0.0001
H -0.35 4.12 2.42 0.0000
H 1.54 3.51 4.66 0.0003
H 1.98 3.45 2.92 -0.0008
H 3.59 2.14 4.48 0.0003
H 2.74 1.28 3.18 -0.0047
H 2.98 0.23 5.56 -0.0001
H 0.74 1.90 5.99 0.0001
H 2.29 2.25 6.69 -0.0001
H 1.07 0.90 8.41 0.0000
H 2.35 -0.09 7.61 0.0000
H 0.92 -2.33 6.67 0.0000
H -0.68 -1.96 7.40 0.0000
H 0.83 -1.83 8.36 0.0000
C -2.21 2.59 -4.19 0.0004
O -2.70 1.27 -4.41 0.0022
C -3.19 1.04 -5.75 0.0000
C -3.88 -0.36 -5.96 0.0000
N -5.13 -0.51 -5.16 0.0000
C -5.95 -1.60 -5.60 -0.0001
C -7.04 -2.07 -4.56 0.0000
O -6.43 -2.57 -3.33 0.0000
C -7.44 -3.01 -2.39 0.0000
H -2.57 2.91 -3.21 0.0009
H -2.56 3.36 -4.87 0.0001
H -1.12 2.62 -4.25 0.0017
H -2.35 1.09 -6.44 0.0000
H -3.94 1.79 -6.01 0.0000
H -3.22 -1.18 -5.69 0.0000
H -4.11 -0.55 -7.01 0.0001
H -4.82 -0.79 -4.24 0.0001
H -5.39 -2.51 -5.81 0.0000
H -6.44 -1.28 -6.52 0.0000
H -7.68 -2.79 -5.07 0.0000
H -7.77 -1.30 -4.33 0.0000
H -8.00 -3.81 -2.88 0.0000
H -8.15 -2.28 -2.00 0.0000
H -6.92 -3.50 -1.56 0.0000
C -5.30 1.60 -0.61 0.0004
O -5.85 1.13 0.62 0.0000
C -6.83 0.11 0.50 -0.0001
C -6.25 -1.21 0.33 0.0000
N -5.69 -1.70 1.62 0.0001
C -5.20 -3.09 1.79 -0.0002
C -4.14 -3.41 0.80 0.0002
O -3.09 -2.50 0.59 -0.0003
C -2.08 -2.92 -0.29 0.0054
H -6.03 2.11 -1.24 0.0000
H -4.93 0.75 -1.18 -0.0005
H -4.52 2.33 -0.41 0.0000
H -7.59 0.33 -0.25 0.0000
H -7.44 0.11 1.40 0.0000
H -5.47 -1.32 -0.43 -0.0002
H -7.10 -1.82 0.00 0.0002
H -6.44 -1.65 2.29 0.0000
H -6.00 -3.81 1.91 0.0000
H -4.67 -3.11 2.74 -0.0001
H -4.53 -3.56 -0.21 0.0000
H -3.73 -4.33 1.19 0.0001
H -1.48 -2.10 -0.67 -0.0068
H -2.55 -3.48 -1.10 0.0001
H -1.39 -3.50 0.34 -0.0004
```

## Properties
spin multiplicity	2
charge	+1
frontier orbital gap (spin up / spin down)	4.737 / 3.146	eV
<S²>	0.800